## 1
# C4H12N2S

2 unconnected molecules or ions with the total composition C4H12N2S (ωB97M-V/def2-TZVPD, the OMol25 dataset).

Properties
**Lowest unoccupied orbital energy**: 1.045 eV
**Net charge**: 0
**HOMO energy**: -7.9 eV
**Orbital gap**: 8.96 eV
**SMILES**: N/C=C/N.CSC

Structure (XYZ):
```
19
C4H12N2S (ωB97M-V/def2-TZVPD)
N 1.62 0.08 -1.69
C 2.22 0.06 -0.39
C 1.82 -0.78 0.56
N 2.57 -1.01 1.74
H 2.13 -0.56 -2.28
H 1.77 0.99 -2.11
H 3.04 0.75 -0.18
H 0.85 -1.26 0.56
H 2.26 -1.78 2.29
H 2.72 -0.19 2.30
C -1.18 1.07 -0.42
S -1.74 -0.10 0.84
C -3.45 -0.28 0.28
H -1.95 1.83 -0.57
H -1.00 0.53 -1.34
H -0.26 1.52 -0.06
H -3.97 -1.10 0.76
H -3.99 0.65 0.50
H -3.48 -0.43 -0.80
```

Let us look at the Mulliken charges, expressed in e, one per atom: number 1, N, carries -0.47; number 2, C, carries -0.43; number 3, C, carries -0.03; number 4, N, carries -0.55; number 5, H, carries 0.24; number 6, H, carries 0.25; number 7, H, carries 0.25; number 8, H, carries 0.32; number 9, H, carries 0.23; number 10, H, carries 0.20; number 11, C, carries -0.88; number 12, S, carries -0.05; number 13, C, carries -0.90; number 14, H, carries 0.40; number 15, H, carries 0.28; number 16, H, carries 0.25; number 17, H, carries 0.33; number 18, H, carries 0.29; number 19, H, carries 0.27

---

## 2
# C4H12N2S

A single C4H12N2S molecule (ωB97M-V/def2-TZVPD, the OMol25 dataset).

Properties
**Lowest unoccupied orbital energy**: 0.888 eV
**Net charge**: 0
**HOMO energy**: -8.6 eV
**Orbital gap**: 9.47 eV
**SMILES**: CN[C@@H](CN)CS

Structure (XYZ):
```
19
C4H12N2S (ωB97M-V/def2-TZVPD)
C -2.49 0.22 0.22
N -1.37 -0.72 0.26
C -0.02 -0.17 0.33
C 0.90 -1.31 0.02
N 2.32 -1.00 -0.16
C 0.25 1.06 -0.55
S 1.57 2.21 0.00
H -2.71 0.64 -0.77
H -2.37 1.11 0.87
H -3.39 -0.31 0.52
H -1.52 -1.19 1.14
H 0.16 0.06 1.41
H 0.64 -2.17 0.65
H 0.62 -1.86 -0.90
H 2.94 -1.61 0.34
H 2.56 -0.03 -0.10
H -0.63 1.72 -0.53
H 0.31 0.91 -1.63
H 2.24 2.45 -1.12
```

Let us look at the Mulliken charges, expressed in e, one per atom: number 1, C, carries -1.00; number 2, N, carries -0.48; number 3, C, carries 0.57; number 4, C, carries -0.85; number 5, N, carries -0.43; number 6, C, carries -0.90; number 7, S, carries -0.26; number 8, H, carries 0.30; number 9, H, carries 0.36; number 10, H, carries 0.34; number 11, H, carries 0.28; number 12, H, carries 0.13; number 13, H, carries 0.35; number 14, H, carries 0.29; number 15, H, carries 0.19; number 16, H, carries 0.22; number 17, H, carries 0.33; number 18, H, carries 0.41; number 19, H, carries 0.15

---

The structure with the most favorable energy is 1; the runner-up is 0.0042 hartree above it.

---

## 1
# C4H12N2S

A single C4H12N2S molecule (ωB97M-V/def2-TZVPD, the OMol25 dataset).

Properties
**Lowest unoccupied orbital energy**: 0.953 eV
**Net charge**: 0
**HOMO energy**: -8.4 eV
**Orbital gap**: 9.40 eV
**SMILES**: CCSCN(C)N

Structure (XYZ):
```
19
C4H12N2S (ωB97M-V/def2-TZVPD)
C 2.90 -0.27 0.53
C 2.27 0.59 -0.46
S 0.58 1.02 0.30
C -0.99 0.79 -1.01
N -2.07 0.07 -0.43
C -2.72 0.74 0.70
N -1.85 -1.30 -0.05
H 3.98 -0.56 0.22
H 2.67 0.16 1.56
H 2.28 -1.16 0.61
H 2.01 0.03 -1.41
H 2.97 1.52 -0.75
H -1.10 1.81 -1.31
H -0.52 0.23 -1.83
H -2.31 0.51 1.76
H -2.76 1.84 0.45
H -3.86 0.37 0.77
H -1.31 -1.30 0.83
H -1.32 -1.66 -0.85
```

Let us look at the Mulliken charges, expressed in e, one per atom: number 1, C, carries -1.01; number 2, C, carries -0.25; number 3, S, carries -0.16; number 4, C, carries -0.69; number 5, N, carries 0.08; number 6, C, carries -0.73; number 7, N, carries -0.66; number 8, H, carries 0.29; number 9, H, carries 0.27; number 10, H, carries 0.29; number 11, H, carries 0.22; number 12, H, carries 0.27; number 13, H, carries 0.37; number 14, H, carries 0.34; number 15, H, carries 0.27; number 16, H, carries 0.31; number 17, H, carries 0.26; number 18, H, carries 0.26; number 19, H, carries 0.27

---

## 2
# C4H12N2S

A single C4H12N2S molecule (ωB97M-V/def2-TZVPD, the OMol25 dataset).

Properties
**Lowest unoccupied orbital energy**: 0.802 eV
**Net charge**: 0
**HOMO energy**: -9.1 eV
**Orbital gap**: 9.89 eV
**SMILES**: CNC[C@@H](N)CS

Structure (XYZ):
```
19
C4H12N2S (ωB97M-V/def2-TZVPD)
C 0.84 2.53 1.42
N 1.09 1.46 0.30
C -0.17 0.60 0.00
C 0.15 -0.75 -0.51
N 1.04 -1.51 0.44
C -1.16 -1.49 -0.74
S -0.88 -3.08 -1.88
H 0.12 3.37 1.11
H 1.69 3.05 1.75
H 0.39 1.98 2.34
H 1.27 2.02 -0.62
H -0.68 0.51 0.93
H -0.75 1.08 -0.80
H 0.73 -0.79 -1.42
H 0.53 -2.32 0.58
H 0.93 -1.12 1.38
H -1.76 -1.87 0.15
H -1.65 -0.91 -1.54
H -1.73 -2.76 -2.88
```

Let us look at the Mulliken charges, expressed in e, one per atom: number 1, C, carries -0.71; number 2, N, carries -0.40; number 3, C, carries -0.81; number 4, C, carries 0.22; number 5, N, carries -0.61; number 6, C, carries -1.00; number 7, S, carries -0.21; number 8, H, carries 0.25; number 9, H, carries 0.34; number 10, H, carries 0.23; number 11, H, carries 0.25; number 12, H, carries 0.42; number 13, H, carries 0.33; number 14, H, carries 0.22; number 15, H, carries 0.25; number 16, H, carries 0.28; number 17, H, carries 0.38; number 18, H, carries 0.42; number 19, H, carries 0.13

---

## 3
# C4H12N2S

A single C4H12N2S molecule (ωB97M-V/def2-TZVPD, the OMol25 dataset).

Properties
**Lowest unoccupied orbital energy**: 0.947 eV
**Net charge**: 0
**HOMO energy**: -8.1 eV
**Orbital gap**: 9.07 eV
**SMILES**: CNC[C@H](N)CS

Structure (XYZ):
```
19
C4H12N2S (ωB97M-V/def2-TZVPD)
C -0.70 -0.73 -2.49
N -0.75 -0.16 -1.14
C 0.21 0.87 -0.76
C 0.71 0.70 0.74
N 1.87 -0.13 0.81
C -0.45 -0.18 1.63
S -0.78 0.66 3.21
H 0.34 -0.84 -2.84
H -0.78 -1.82 -2.39
H -1.46 -0.36 -3.18
H -1.71 0.13 -1.01
H 0.01 2.00 -0.94
H 1.17 0.82 -1.35
H 0.66 1.73 1.03
H 2.36 -0.23 1.68
H 1.73 -0.95 0.24
H -0.07 -1.20 1.68
H -1.39 0.07 1.09
H -0.95 -0.39 4.00
```

Let us look at the Mulliken charges, expressed in e, one per atom: number 1, C, carries -0.96; number 2, N, carries -0.21; number 3, C, carries -0.81; number 4, C, carries 0.00; number 5, N, carries -0.73; number 6, C, carries -0.58; number 7, S, carries -0.24; number 8, H, carries 0.32; number 9, H, carries 0.34; number 10, H, carries 0.26; number 11, H, carries 0.21; number 12, H, carries 0.32; number 13, H, carries 0.37; number 14, H, carries 0.56; number 15, H, carries 0.21; number 16, H, carries 0.21; number 17, H, carries 0.36; number 18, H, carries 0.24; number 19, H, carries 0.11

---

## 4
# C4H12N2S

A single C4H12N2S molecule (ωB97M-V/def2-TZVPD, the OMol25 dataset).

Properties
**Lowest unoccupied orbital energy**: 1.039 eV
**Net charge**: 0
**HOMO energy**: -8.3 eV
**Orbital gap**: 9.35 eV
**SMILES**: NCCNCCS

Structure (XYZ):
```
19
C4H12N2S (ωB97M-V/def2-TZVPD)
N 2.62 -1.11 -0.43
C 1.92 -0.03 -1.07
C 0.96 0.69 -0.15
N -0.17 -0.14 0.26
C -1.51 0.13 -0.23
C -2.62 -0.06 0.82
S -2.36 0.69 2.46
H 2.59 -2.03 -0.82
H 3.27 -1.05 0.33
H 2.60 0.70 -1.50
H 1.36 -0.44 -1.92
H 0.56 1.60 -0.60
H 1.53 0.90 0.76
H 0.04 -1.12 0.15
H -1.79 -0.52 -1.07
H -1.48 1.21 -0.44
H -3.51 0.44 0.45
H -2.82 -1.13 0.87
H -1.20 1.27 2.12
```

Let us look at the Mulliken charges, expressed in e, one per atom: number 1, N, carries -0.41; number 2, C, carries -0.53; number 3, C, carries -0.57; number 4, N, carries -0.20; number 5, C, carries -0.72; number 6, C, carries -0.58; number 7, S, carries -0.23; number 8, H, carries 0.16; number 9, H, carries 0.14; number 10, H, carries 0.26; number 11, H, carries 0.32; number 12, H, carries 0.36; number 13, H, carries 0.30; number 14, H, carries 0.21; number 15, H, carries 0.29; number 16, H, carries 0.41; number 17, H, carries 0.36; number 18, H, carries 0.34; number 19, H, carries 0.08

---

The structure with the most favorable energy is 4; the runner-up is 0.0375 hartree above it.